[1]
Molecular formula: C2H9N4
Method: DFT, wB97M-V/def2-TZVPD

Properties
- relative energy (zero: lowest compared OMol25 entry of this formula, charge and spin) (kcal/mol) = 49.96
- highest occupied orbital energy (spin up / spin down) (eV) = -12.113 / -12.618
- lowest unoccupied orbital energy (spin up / spin down) (eV) = -2.662 / -7.796
- ⟨S²⟩ = 2.013
- total charge = +1
- maximum force (eV/Å) = 6.8
- spin multiplicity = 3
- Kohn-Sham gap (spin up / spin down) (eV) = 9.45 / 4.82
- molecular weight (g mol⁻¹) = 89.12
- DFT total energy (eV) = -8167.49824

Geometry (Å):
C -2.0756 1.7754 -1.2069
C -1.0837 1.5862 -2.0682
N 0.5973 0.0990 0.1285
N -0.0424 1.6351 -2.6229
N 0.4265 -2.0683 2.2708
N 1.6109 -0.5164 0.3987
H -1.9682 2.5875 -0.5300
H -2.8264 1.0349 -1.0298
H 0.1732 1.9830 -3.5562
H 0.6659 0.8035 -0.7094
H 0.0902 -2.9388 1.8207
H 0.8935 -2.4600 3.0683
H -0.2502 -1.6131 2.8871
H 2.4742 -0.6078 -0.0647
H 1.3147 -1.3003 1.2140



[2]
Molecular formula: C4H10
Method: DFT, wB97M-V/def2-TZVPD

Properties
- relative energy (zero: lowest compared OMol25 entry of this formula, charge and spin) (kcal/mol) = 89.54
- highest occupied orbital energy (eV) = -8.155
- lowest unoccupied orbital energy (eV) = 0.474
- total charge = 0
- maximum force (eV/Å) = 0.4
- Kohn-Sham gap (eV) = 8.63
- molecular weight (g mol⁻¹) = 58.12
- DFT total energy (eV) = -4306.47909

Geometry (Å):
C -0.8853 -1.3535 -0.1908
C 0.2041 -0.8246 0.6632
C -0.5970 2.0228 0.2708
C 1.4936 -0.7085 -0.0582
H -0.7976 -1.2340 -1.2837
H -0.8219 -2.4344 0.0316
H -1.8810 -1.0519 0.1524
H -0.3634 1.1560 0.8998
H 0.0302 2.8603 0.5832
H -1.6510 2.2773 0.4017
H -0.4040 1.7943 -0.7814
H 1.9770 -1.6646 0.2136
H 2.1474 0.0635 0.3626
H 1.4757 -0.6444 -1.1593



[3]
Molecular formula: C15H16N2O2S
Method: DFT, wB97M-V/def2-TZVPD

Properties
- relative energy (zero: lowest compared OMol25 entry of this formula, charge and spin) (kcal/mol) = 44.70
- highest occupied orbital energy (eV) = -9.159
- lowest unoccupied orbital energy (eV) = 0.431
- total charge = 0
- maximum force (eV/Å) = 0.9
- Kohn-Sham gap (eV) = 9.59
- molecular weight (g mol⁻¹) = 288.37
- DFT total energy (eV) = -33724.93984
- SMILES = Cc1nc(S(=O)(=O)Cc2ccccc2)nc2c1CCC2

Geometry (Å):
C 2.8250 -0.6449 -0.5109
C 1.5348 -0.6868 0.2331
N 1.2423 0.3481 1.0266
C 0.1042 0.3280 1.6771
N -0.8177 -0.6116 1.6693
C -0.5467 -1.6396 0.8822
C 0.6207 -1.7246 0.1221
C 0.6371 -2.9866 -0.6782
H 0.9606 -2.8225 -1.7060
H 1.3261 -3.7021 -0.2210
C -0.8206 -3.4813 -0.5921
H -0.8814 -4.5674 -0.5669
H -1.3719 -3.1314 -1.4656
C -1.4111 -2.8382 0.6744
H -2.4606 -2.5690 0.5746
H -1.3179 -3.4959 1.5418
S -0.2211 1.8408 2.6412
O 0.7984 1.9773 3.6456
O -1.5876 1.8537 3.0799
C 0.0035 3.1609 1.3725
C -0.3731 2.5691 0.0632
C -1.6391 2.0127 -0.0962
C -1.9715 1.3583 -1.2685
C -1.0487 1.2577 -2.2969
C 0.2073 1.8212 -2.1500
C 0.5454 2.4691 -0.9750
H 1.5313 2.8929 -0.8562
H 0.9290 1.7506 -2.9509
H -1.3081 0.7430 -3.2104
H -2.9526 0.9205 -1.3779
H -2.3465 2.0741 0.7165
H 1.0427 3.4693 1.4179
H -0.6578 3.9642 1.6881
H 3.3980 0.2207 -0.1947
H 3.3972 -1.5524 -0.3279
H 2.6304 -0.5780 -1.5806



[4]
Molecular formula: C8H18N4
Method: DFT, wB97M-V/def2-TZVPD

Properties
- relative energy (zero: lowest compared OMol25 entry of this formula, charge and spin) (kcal/mol) = 102.88
- highest occupied orbital energy (eV) = -17.678
- lowest unoccupied orbital energy (eV) = -8.948
- total charge = +2
- maximum force (eV/Å) = 6.0
- Kohn-Sham gap (eV) = 8.73
- molecular weight (g mol⁻¹) = 170.26
- DFT total energy (eV) = -14527.48518
- SMILES = C/[NH+]=C1/NC=N[N@+]1(C)CC(C)C

Geometry (Å):
C 1.1007 1.0673 -2.3158
C -0.7987 1.4582 -1.2191
C 0.1831 -2.5211 1.8129
C 1.9112 -2.3315 0.0187
C -2.5488 1.6786 0.3937
C 0.6704 1.5409 0.7846
C -0.1607 -0.7733 0.0605
C 0.9008 -1.5732 0.8183
N 1.4991 0.5549 -1.2119
N -0.1784 1.5679 -2.3669
N -2.0695 1.7030 -0.9144
N 0.4462 0.5560 -0.3161
H 1.7556 1.1940 -3.2165
H -0.8710 -2.1054 2.0127
H 0.8328 -2.5908 2.7235
H 0.0777 -3.5052 1.3979
H 1.5110 -3.0753 -0.6680
H 2.2861 -1.6230 -0.7498
H 2.7295 -2.6462 0.7242
H -3.3399 0.8954 0.5203
H -3.0321 2.6101 0.5392
H -1.8936 1.3927 1.1297
H 0.7033 0.9547 1.7374
H 1.6369 2.0096 0.5984
H -0.1231 2.3555 0.9157
H -0.3634 -1.3804 -0.8035
H -1.0506 -0.7496 0.7910
H 1.3966 -0.9009 1.5228
H -0.5280 1.9923 -3.1664
H -2.6833 2.2447 -1.5531



[5]
Molecular formula: C45H39InN5O3P2
Method: DFT, wB97M-V/def2-TZVPD

Properties
- relative energy (zero: lowest compared OMol25 entry of this formula, charge and spin) (kcal/mol) = 0.00
- highest occupied orbital energy (eV) = -9.542
- lowest unoccupied orbital energy (eV) = -3.573
- total charge = +1
- maximum force (eV/Å) = 0.3
- Kohn-Sham gap (eV) = 5.97
- molecular weight (g mol⁻¹) = 874.61
- DFT total energy (eV) = -84637.84796

Geometry (Å):
In -0.2781 -0.6845 0.6149
C -2.4970 0.8332 2.3670
P -0.7133 1.2243 2.4291
C -0.5748 2.9947 2.0989
C 0.0114 3.4238 0.9127
C 0.1168 4.7806 0.6367
C -0.3594 5.7087 1.5486
C -0.9493 5.2856 2.7353
C -1.0576 3.9337 3.0112
C -0.1621 0.9985 4.1411
C -0.8130 0.1328 5.0185
C -0.3058 -0.0872 6.2929
C 0.8551 0.5513 6.7013
C 1.5098 1.4155 5.8314
C 1.0065 1.6352 4.5593
C -2.9002 0.8458 0.9197
C -4.0725 1.2994 0.3708
C -3.9535 1.1282 -1.0278
C -2.7151 0.5818 -1.2711
C -2.0634 0.4804 -2.6142
P -0.6395 1.6769 -2.7069
C 0.0048 1.3837 -4.3935
C 1.2027 2.0138 -4.7346
C 1.7853 1.8249 -5.9796
C 1.1869 0.9767 -6.9023
C -0.0019 0.3396 -6.5770
C -0.5922 0.5470 -5.3357
C -1.5544 3.2463 -2.8974
C -2.1636 3.7643 -1.7522
C -2.8808 4.9493 -1.8115
C -2.9851 5.6405 -3.0104
C -2.3782 5.1361 -4.1517
C -1.6709 3.9429 -4.0985
N -2.0477 0.3938 -0.0731
H -2.6406 -0.1491 2.8271
H -3.0862 1.5541 2.9356
H 0.3436 2.6988 0.1764
H 0.5509 5.1078 -0.2992
H -0.2800 6.7664 1.3344
H -1.3248 6.0127 3.4432
H -1.5088 3.6056 3.9410
H -1.7280 -0.3654 4.7259
H -0.8293 -0.7489 6.9707
H 1.2420 0.3893 7.6988
H 2.4077 1.9294 6.1498
H 1.5178 2.3183 3.8907
H -4.9087 1.7111 0.9141
H -4.6626 1.4264 -1.7844
H -1.6884 -0.5144 -2.8532
H -2.8021 0.7361 -3.3762
H 1.6801 2.6689 -4.0118
H 2.7055 2.3375 -6.2306
H 1.6447 0.8123 -7.8686
H -0.4807 -0.3132 -7.2966
H -1.5308 0.0541 -5.1151
H -2.0897 3.2357 -0.8096
H -3.3556 5.3317 -0.9166
H -3.5398 6.5686 -3.0566
H -2.4597 5.6689 -5.0903
H -1.2110 3.5570 -4.9996
N 2.1941 -1.8326 4.1569
C 1.5653 -1.7614 2.9776
O 1.7703 -0.8310 2.1938
C 0.6215 -2.8903 2.6161
C -0.6388 -2.3988 1.9080
H 2.7906 -1.0712 4.4378
H 1.9699 -2.5481 4.8247
H 0.3909 -3.4840 3.5041
H 1.2001 -3.5393 1.9510
H -1.3939 -2.1175 2.6455
H -1.0744 -3.2094 1.3231
O 1.4543 -3.3047 -6.0824
N 2.0575 -2.2961 -5.7767
O 2.8443 -1.7200 -6.4921
C 1.8413 -1.7439 -4.4192
C 2.7534 -0.8451 -4.0045
C 2.6791 -0.2684 -2.6989
C 3.5969 0.6921 -2.2447
C 3.4588 1.2084 -0.9813
C 2.4053 0.7590 -0.1833
N 1.5272 -0.1344 -0.6035
C 1.6497 -0.6518 -1.8426
C 0.6747 -1.6284 -2.2908
N -0.2959 -1.9489 -1.4136
C -1.2457 -2.7884 -1.7654
C -1.2931 -3.3484 -3.0419
C -0.3107 -3.0409 -3.9505
C 0.7375 -2.1693 -3.5848
H 3.5516 -0.5588 -4.6743
H 4.3985 1.0150 -2.8973
H 4.1423 1.9492 -0.5928
H 2.2691 1.1241 0.8263
H -2.0078 -3.0001 -1.0244
H -2.1031 -4.0115 -3.3095
H -0.3378 -3.4644 -4.9397



[6]
Molecular formula: C18H17ClN4O3S
Method: DFT, wB97M-V/def2-TZVPD

Properties
- relative energy (zero: lowest compared OMol25 entry of this formula, charge and spin) (kcal/mol) = 65.86
- highest occupied orbital energy (eV) = -8.760
- lowest unoccupied orbital energy (eV) = -0.213
- total charge = 0
- maximum force (eV/Å) = 1.7
- Kohn-Sham gap (eV) = 8.55
- molecular weight (g mol⁻¹) = 404.88
- DFT total energy (eV) = -54401.25471
- SMILES = COCCN(C(=O)COc1ccc(Cl)cc1)c1nnc(-c2cccnc2)s1

Geometry (Å):
C -1.4207 2.3619 2.6229
H -1.2484 3.1566 3.3572
O -0.1984 1.8393 2.1522
C 0.6950 2.7952 1.6405
C 0.3540 3.2436 0.2114
N 0.3588 2.0796 -0.6714
C -0.7696 1.2928 -0.5865
N -1.9476 1.8241 -0.4775
N -2.9207 0.9539 -0.3295
C -2.5346 -0.2796 -0.3059
C -3.4281 -1.4027 -0.1645
C -2.9684 -2.7196 -0.1750
C -3.8826 -3.7473 -0.0345
C -5.2239 -3.4217 0.1129
N -5.6711 -2.1761 0.1260
C -4.8049 -1.1954 -0.0082
H -5.1992 -0.1894 0.0065
H -5.9778 -4.1893 0.2255
H -3.5632 -4.7777 -0.0393
H -1.9133 -2.9241 -0.2935
S -0.7923 -0.4558 -0.4894
C 1.4544 1.8830 -1.4587
O 2.3847 2.6607 -1.4550
C 1.4432 0.6637 -2.3836
O 1.5362 -0.5629 -1.6979
C 2.6987 -0.9030 -1.0596
C 3.8520 -0.1299 -1.0244
C 4.9709 -0.5953 -0.3531
C 4.9382 -1.8233 0.2825
C 3.7887 -2.5998 0.2574
C 2.6758 -2.1387 -0.4126
H 1.7701 -2.7224 -0.4495
H 3.7688 -3.5550 0.7574
Cl 6.3391 -2.3961 1.1186
H 5.8665 0.0047 -0.3257
H 3.8982 0.8366 -1.4988
H 0.4955 0.6176 -2.9299
H 2.2655 0.7821 -3.0992
H 1.1137 3.9375 -0.1496
H -0.6336 3.7027 0.1641
H 0.7378 3.6790 2.2916
H 1.6744 2.3072 1.6367
H -1.9396 1.5330 3.1006
H -2.0419 2.7503 1.8092



[7]
Molecular formula: C46H59IIrN8OTe
Method: DFT, wB97M-V/def2-TZVPD

Properties
- relative energy (zero: lowest compared OMol25 entry of this formula, charge and spin) (kcal/mol) = 8.28
- highest occupied orbital energy (spin up / spin down) (eV) = -12.020 / -11.999
- lowest unoccupied orbital energy (spin up / spin down) (eV) = -4.941 / -6.311
- ⟨S²⟩ = 0.757
- total charge = +2
- maximum force (eV/Å) = 1.7
- spin multiplicity = 2
- Kohn-Sham gap (spin up / spin down) (eV) = 7.08 / 5.69
- molecular weight (g mol⁻¹) = 1186.75
- DFT total energy (eV) = -80847.07036

Geometry (Å):
Ir -0.3795 -0.4808 -1.7533
C -3.1097 2.2126 -1.3770
N -3.0723 1.6225 -2.7098
C -4.3338 1.0543 -3.1776
C -1.9171 1.4808 -3.3698
N -0.7587 1.2655 -2.7035
C 0.4008 1.9477 -3.1610
C 0.3736 3.2146 -3.7382
C 1.5390 3.7854 -4.2211
C 2.7398 3.0854 -4.1348
C 2.7717 1.8509 -3.5091
C 1.6064 1.3072 -2.9702
N 1.5452 0.0746 -2.2749
C 2.6532 -0.3176 -1.6154
N 3.4194 0.5482 -0.9289
C 2.9043 1.8285 -0.4612
C 4.8732 0.4195 -0.8737
N 3.0419 -1.6019 -1.6924
C 2.6995 -2.3874 -2.8785
C 3.6700 -2.3055 -0.5801
N -1.9380 1.6050 -4.7150
C -0.8943 1.0843 -5.5856
C -2.8795 2.4903 -5.4000
H -3.3685 3.2719 -1.4455
H -2.1519 2.1065 -0.8786
H -3.8789 1.7107 -0.7982
H -4.6303 0.2637 -2.4870
H -4.2196 0.6252 -4.1673
H -5.1115 1.8178 -3.2082
H -0.5658 3.7497 -3.8164
H 1.5089 4.7652 -4.6771
H 3.6484 3.5063 -4.5422
H 3.7053 1.3060 -3.4335
H 1.8228 1.7792 -0.3479
H 3.1558 2.6339 -1.1528
H 3.3577 2.0449 0.5034
H 5.1993 -0.4298 -1.4655
H 5.2248 0.3006 0.1518
H 5.3194 1.3262 -1.2872
H 2.9716 -1.8374 -3.7779
H 1.6436 -2.6322 -2.9336
H 3.2767 -3.3091 -2.8464
H 3.7005 -1.6619 0.2939
H 4.6834 -2.6246 -0.8299
H 3.0799 -3.1893 -0.3332
H -0.2579 0.3835 -5.0542
H -0.2638 1.8908 -5.9622
H -1.3662 0.5870 -6.4351
H -3.4534 3.0629 -4.6796
H -3.5607 1.9280 -6.0393
H -2.3121 3.1808 -6.0265
C 1.4717 4.0986 7.3601
C 1.1057 3.2448 6.1771
C 1.4086 3.6395 4.8842
C 1.0566 2.8687 3.7760
C 1.4474 3.3736 2.4118
C 0.3885 1.6715 4.0064
Te -0.4326 0.4640 2.3886
N -1.0211 -0.1467 0.2035
C -2.2237 -0.5016 -0.1270
O -2.3080 -0.8674 -1.3736
C -3.4226 -0.6348 0.7349
C -3.8143 0.3424 1.6444
C -4.9395 0.1466 2.4290
C -5.6783 -1.0238 2.3089
C -5.3031 -1.9927 1.3877
C -4.1810 -1.7961 0.5979
C 0.6604 -1.3066 2.6783
C -0.0543 -2.5041 2.8411
C -1.5600 -2.6324 2.8356
C 0.6689 -3.6744 3.0756
C 2.0496 -3.6830 3.1893
C 2.8007 -4.9463 3.5038
C 2.7255 -2.4746 3.0442
C 2.0608 -1.2844 2.7893
C 2.8638 -0.0210 2.6744
C 0.0461 1.2377 5.2953
C -0.6901 -0.0496 5.5793
C 0.4261 2.0444 6.3593
H 2.1191 4.9241 7.0707
H 1.9839 3.5124 8.1231
H 0.5756 4.5185 7.8197
H 1.9312 4.5766 4.7250
H 1.3423 4.4565 2.3593
H 0.8402 2.9396 1.6146
H 2.4927 3.1378 2.2003
H -3.2581 1.2683 1.7266
H -5.2433 0.9097 3.1328
H -6.5515 -1.1765 2.9288
H -5.8891 -2.8955 1.2802
H -3.8804 -2.5437 -0.1261
H -2.0840 -1.6906 2.6964
H -1.8944 -3.0579 3.7831
H -1.8893 -3.3116 2.0473
H 0.1211 -4.6021 3.2053
H 2.1564 -5.8211 3.4408
H 3.2070 -4.9016 4.5156
H 3.6426 -5.0861 2.8249
H 3.8064 -2.4594 3.1423
H 3.9055 -0.2484 2.4485
H 2.8425 0.5448 3.6081
H 2.4652 0.6274 1.8953
H -1.5892 -0.1522 4.9673
H -0.9986 -0.0847 6.6221
H -0.0583 -0.9202 5.3875
H 0.1702 1.7281 7.3649
I -0.1921 -3.1153 -0.7069
C -1.0358 -3.3012 -2.6202
C -1.7142 -4.4326 -3.0228
C -2.2634 -4.4172 -4.2963
C -2.1023 -3.2906 -5.0874
C -1.3939 -2.2138 -4.5860
N -0.8604 -2.2150 -3.3569
H -1.8127 -5.2875 -2.3697
H -2.8059 -5.2783 -4.6628
H -2.5148 -3.2448 -6.0853
H -1.2346 -1.3290 -5.1785



[8]
Molecular formula: C7H14N3
Method: DFT, wB97M-V/def2-TZVPD

Properties
- relative energy (zero: lowest compared OMol25 entry of this formula, charge and spin) (kcal/mol) = 46.69
- highest occupied orbital energy (eV) = -14.714
- lowest unoccupied orbital energy (eV) = -3.369
- total charge = +1
- maximum force (eV/Å) = 5.1
- Kohn-Sham gap (eV) = 11.34
- molecular weight (g mol⁻¹) = 140.21
- DFT total energy (eV) = -11948.89473
- SMILES = CCC[C@H](C)c1[nH]nc[nH+]1

Geometry (Å):
C 1.8700 -1.4167 0.0084
C 2.1135 0.0266 -0.5948
C 0.8184 0.7600 -1.1082
C -0.2108 1.2057 0.0501
C 0.4139 1.2415 1.4927
C -1.4347 0.2191 -0.0680
N -2.4102 0.4398 -0.9935
N -3.2744 -0.6115 -0.8550
C -2.8701 -1.4166 0.1028
N -1.6441 -0.9086 0.6584
H 2.4683 -1.5099 0.9536
H 2.2627 -2.2116 -0.6869
H 0.7999 -1.6634 0.2245
H 2.7776 -0.1082 -1.4987
H 2.6885 0.6660 0.1232
H 0.2753 0.0439 -1.7992
H 1.0367 1.6656 -1.7464
H -0.5536 2.2584 -0.1755
H -0.2070 1.8232 2.2370
H 1.4339 1.7185 1.5144
H 0.5030 0.2060 1.9347
H -2.5249 1.1972 -1.6651
H -3.2879 -2.3694 0.4868
H -1.0439 -1.2556 1.4046